The following is a DFT calculation (ωB97M-V with the def2-TZVPD basis set) of a cluster of 12 separate species, C35H70Br10O11 in total.

The geometry in XYZ format:
```
126
Properties=species:S:1:pos:R:3:forces:R:3:lowdin_spin:R:1
C 3.86559 -2.98746 2.41111 0.1 -0.1 -0.2 0.000
C 5.32323 -2.73855 2.12196 1.5 0.3 -0.4 0.000
O 5.69684 -1.69680 1.60424 -0.5 -0.7 0.3 0.000
C 6.36364 -3.86908 2.38121 -1.2 0.5 -0.8 0.000
H 3.39600 -2.09234 2.81895 0.1 -0.1 0.4 0.000
H 3.70802 -3.89208 2.99844 -0.2 0.3 0.1 0.000
H 3.35568 -3.12022 1.45693 0.0 -0.2 -0.1 0.000
H 5.87278 -4.70179 2.88496 0.6 0.1 0.5 0.000
H 7.31547 -3.49875 2.76198 -0.4 0.0 0.6 0.000
H 6.64824 -4.24708 1.39927 -0.1 -0.1 -0.3 0.000
C -3.35572 4.45331 0.28069 0.3 0.4 2.0 0.000
C -2.88214 4.33419 1.76014 0.1 -1.7 0.4 0.000
O -2.31354 3.30222 2.13804 -0.8 1.8 -0.4 0.000
C -3.23835 5.48148 2.75084 -0.3 -1.1 -1.1 0.000
H -4.44391 4.39187 0.26815 -0.1 0.1 0.0 0.000
H -2.95319 3.63683 -0.31883 0.3 0.4 0.0 0.000
H -3.07390 5.47279 0.01739 0.0 -0.2 -0.8 0.000
H -2.80178 5.32568 3.73736 0.4 0.3 -0.4 0.000
H -4.31476 5.43719 2.91662 -0.3 -0.2 -0.1 0.000
H -3.09832 6.43943 2.25001 0.4 0.1 0.4 0.000
C 4.20369 -2.65940 -3.81339 0.4 1.0 -3.1 0.055
C 3.58634 -2.77718 -2.51701 -1.0 -0.2 1.3 0.088
O 2.40500 -2.46362 -2.32265 1.9 -0.5 -0.2 0.682
C 4.46923 -3.32794 -1.37998 -1.2 0.8 0.4 0.082
H 4.32012 -3.59971 -4.35224 0.2 -0.6 0.7 0.001
H 5.16085 -2.13874 -3.78427 0.2 -0.3 0.6 0.002
H 3.63489 -2.09709 -4.55391 -0.6 0.2 0.4 -0.002
H 4.84325 -4.31987 -1.63356 -0.2 0.0 -0.1 0.004
H 3.85468 -3.28517 -0.48076 0.3 -0.5 0.0 -0.001
H 5.29756 -2.63194 -1.24756 0.1 0.2 -0.2 0.004
O 0.61505 -6.96813 -0.50537 1.9 3.5 1.8 0.000
C 1.49434 -6.23475 0.00472 -1.0 -2.9 -1.1 0.000
O 1.38305 -5.11630 0.78059 1.0 -1.0 -1.3 0.000
C 0.11369 -4.66042 1.07198 -3.5 0.8 0.2 0.000
C 0.01002 -3.18092 1.31306 1.8 0.7 0.5 0.000
C 2.94328 -6.70200 -0.05805 -0.4 0.2 0.9 0.000
H -0.31526 -5.17676 1.93075 0.3 -0.3 0.1 0.000
H -0.60473 -4.79309 0.26305 0.3 -0.8 -0.3 0.000
H -0.96171 -2.86211 1.69015 0.0 -0.3 -0.1 0.000
H 0.27090 -2.60059 0.42804 -0.3 -0.1 -0.1 0.000
H 0.77000 -2.88598 2.03662 0.0 0.1 0.5 0.000
H 2.90233 -7.73485 0.28784 0.1 -0.1 -0.4 0.000
H 3.52457 -6.18976 0.70863 0.2 0.3 -0.4 0.000
H 3.37909 -6.65794 -1.05616 -0.1 0.0 0.1 0.000
O -7.91186 2.50705 2.05833 1.4 -2.8 0.0 0.000
C -7.07298 1.61315 2.22285 -1.8 1.3 -0.4 0.000
O -7.25216 0.24781 1.89692 3.3 3.4 2.1 0.000
C -8.41957 -0.23592 1.39601 -2.3 -0.6 -0.2 0.000
C -9.39812 -0.78138 2.47070 0.2 -0.1 -0.4 0.000
C -5.72302 1.98539 2.84221 -0.2 -0.6 -0.5 0.000
H -8.07007 -1.04069 0.74926 -0.5 -0.2 -0.1 0.000
H -8.93046 0.51530 0.79372 0.0 0.1 -0.1 0.000
H -10.32321 -1.02665 1.94902 0.0 -0.2 0.1 0.000
H -9.67462 -0.10936 3.28312 0.3 0.5 -0.3 0.000
H -9.01750 -1.67861 2.95878 0.1 -0.1 -0.2 0.000
H -5.75584 1.81207 3.91784 0.1 -0.3 0.0 0.000
H -5.53408 3.05255 2.72573 -0.4 -0.1 -0.2 0.000
H -4.89547 1.44852 2.37850 0.0 -0.2 0.2 0.000
O 4.61827 3.72139 0.53837 -0.6 0.2 0.9 0.000
C 4.05778 3.25661 1.51397 0.6 -0.2 -1.5 0.000
O 2.76298 3.47023 1.82285 0.6 -0.8 1.1 0.000
C 2.03930 4.50671 1.21132 -0.8 0.8 -1.8 0.000
C 0.55117 4.14816 1.10990 1.2 -0.4 0.8 0.000
C 4.70712 2.20613 2.38018 -0.1 0.3 -0.3 0.000
H 2.34842 4.59716 0.17000 0.5 0.3 0.2 0.000
H 2.22863 5.45224 1.71948 0.0 -0.1 0.1 0.000
H -0.01326 4.97678 0.68221 0.0 0.0 0.2 0.000
H 0.21537 3.86751 2.10819 -0.5 0.1 -0.2 0.000
H 0.49094 3.28850 0.44247 -0.3 0.0 0.1 0.000
H 4.72522 2.56374 3.40969 -0.3 -0.5 0.1 0.000
H 5.73213 2.00331 2.06983 -0.1 0.4 -0.1 0.000
H 4.14668 1.29164 2.18597 -0.1 -0.1 0.7 0.000
O -0.88593 1.78434 -1.44119 0.9 2.1 -2.1 0.000
C -0.80164 1.12321 -0.47621 -1.7 -3.1 1.5 0.000
O 0.28715 0.53392 0.04908 -0.9 0.7 0.0 0.000
C 1.54179 0.81626 -0.46490 1.8 -1.0 0.6 0.000
C 2.43980 -0.14560 0.33754 0.6 0.9 -0.3 0.003
C -1.99539 0.53322 0.22019 -0.7 0.1 1.0 0.000
H 1.87319 1.84565 -0.32839 -0.4 -0.2 0.4 0.000
H 1.63574 0.64595 -1.53741 -0.4 -0.2 -0.2 0.000
H 2.29333 -0.04468 1.41293 -0.2 0.3 0.0 0.000
H 3.46646 0.16536 0.14428 0.3 -0.5 0.0 0.000
H 2.30011 -1.20815 0.13858 -0.1 0.0 -0.4 0.001
H -2.56561 1.30607 0.73561 0.2 0.2 0.2 0.000
H -1.66297 -0.20960 0.94532 -0.2 0.1 0.1 0.000
H -2.71999 0.04867 -0.43423 0.4 0.2 -0.4 0.000
Br -3.86085 0.31937 -4.41883 -0.2 0.8 0.5 0.000
C -4.98258 1.80184 -3.68822 -1.4 -0.4 -0.2 0.000
C -4.95978 1.90255 -2.16749 0.9 -0.1 -0.3 0.000
Br -6.39687 3.00574 -1.41985 0.3 -0.2 -0.4 0.000
H -5.96834 1.50726 -4.04823 0.0 0.0 0.2 0.000
H -4.76838 2.74311 -4.19441 0.6 -0.2 0.1 0.000
H -3.99962 2.35408 -1.91787 -0.2 0.0 0.4 0.000
H -5.05047 0.94256 -1.65927 0.0 0.1 -0.3 0.000
Br 6.39887 0.17909 -2.44007 -0.4 0.4 0.3 0.000
C 5.27119 1.66876 -1.76964 -0.2 0.6 0.0 0.000
C 4.04925 1.81635 -2.67636 0.5 -0.2 0.1 0.000
Br 2.89161 3.26570 -2.07494 0.4 0.0 -0.7 0.000
H 5.87356 2.57718 -1.77342 0.2 -0.2 -0.3 0.000
H 5.04692 1.51666 -0.71386 -0.1 -0.5 -0.3 0.000
H 3.47518 0.89029 -2.70737 -0.2 0.2 0.1 0.000
H 4.35608 2.05798 -3.69399 -0.1 0.0 0.1 0.000
Br 1.93293 0.72535 4.60999 -0.4 0.0 -0.2 0.000
C 0.32893 -0.36327 5.00778 0.2 0.0 -0.2 0.000
C -0.69745 -0.24935 3.87647 0.1 0.3 0.9 0.000
Br -2.33589 -1.24629 4.31472 0.4 -0.2 -0.1 0.000
H -0.04232 0.00944 5.96243 0.0 -0.1 -0.2 0.000
H 0.78100 -1.34706 5.13383 -0.5 0.0 -0.1 0.000
H -0.30321 -0.61369 2.92783 -0.2 0.2 0.1 0.000
H -1.09357 0.76546 3.83958 0.4 0.0 -0.4 0.000
Br 1.25341 0.62611 -4.84845 -0.2 0.2 0.0 0.001
C -0.49614 1.49196 -5.15790 -0.4 0.6 0.7 0.000
C -0.31221 3.02353 -5.32069 -0.4 -1.1 -0.5 0.000
Br -2.07319 3.94676 -5.31007 0.7 -0.5 0.0 0.000
H -1.11757 1.31156 -4.28075 0.4 -0.1 0.1 0.000
H -0.93855 0.91188 -5.96777 0.1 0.6 -0.2 0.000
H 0.13865 3.21832 -6.29377 0.0 0.3 0.3 0.000
H 0.25238 3.43673 -4.48486 -0.1 -0.1 -0.2 0.000
Br -1.83962 -2.51827 -1.31191 0.4 -0.2 -1.3 0.000
C -0.87900 -2.23622 -3.05013 0.5 -0.8 0.2 0.000
C -0.33762 -3.59628 -3.59484 -0.8 0.6 0.6 0.001
Br 0.64554 -3.37495 -5.30752 -0.4 0.0 0.9 0.075
H -0.03575 -1.58168 -2.82968 -0.3 0.1 0.0 0.000
H -1.61080 -1.73453 -3.68327 0.2 -0.2 -0.1 0.000
H -1.15630 -4.30357 -3.72751 0.1 0.1 -0.4 0.001
H 0.35264 -4.07151 -2.89784 0.0 0.2 -0.1 0.000
```
Forces are in eV/Å.

multiplicity: 2
energy: -27943.0375 Eh
total charge: +1